The following is a DFT calculation (ωB97M-V with the def2-TZVPD basis set) of a molecular structure, C18H12F3FeNO7S in a non-equilibrium geometry.

Each line ends with the Löwdin charge.
Element x y z (Å)
F  4.60  0.42  1.71  0.119
C  3.53  -0.39  1.64  -0.617
F  3.63  -1.15  0.51  0.110
F  3.52  -1.20  2.72  0.107
S  1.93  0.62  1.59  0.729
C  0.74  -0.58  1.12  -0.134
C  -0.61  -0.41  1.50  -0.287
C  -1.47  -1.56  1.62  -0.027
C  -2.81  -1.42  1.90  -0.021
C  -3.38  -0.13  2.03  -0.153
N  -4.79  0.06  2.10  -0.455
O  -5.23  1.23  2.15  -0.117
O  -5.55  -0.93  2.09  -0.110
C  -2.55  1.01  2.02  -0.020
C  -1.20  0.88  1.77  -0.027
O  1.70  1.12  2.92  -0.301
O  2.13  1.56  0.49  -0.308
H  1.15  -1.56  0.88  0.102
H  -1.00  -2.54  1.50  0.112
H  -3.46  -2.29  1.99  0.099
H  -3.00  1.98  2.18  0.099
H  -0.59  1.78  1.75  0.103
O  0.45  -3.60  -5.78  0.054
C  0.37  -2.71  -5.04  -0.198
Fe  0.44  -1.51  -3.74  -0.021
C  -1.08  -2.11  -3.01  -0.176
O  -1.96  -2.49  -2.35  0.075
C  1.32  -2.62  -2.67  -0.146
O  1.78  -3.37  -1.91  0.080
C  0.71  0.10  -2.24  -0.174
C  2.09  0.44  -2.37  -0.142
C  2.79  0.05  -3.47  -0.145
C  2.14  -0.68  -4.51  -0.276
C  1.01  -0.15  -5.21  -0.209
C  -0.01  0.55  -4.59  -0.163
C  -0.27  0.36  -3.22  -0.202
H  0.36  -0.09  -1.22  0.084
H  2.58  0.93  -1.52  0.069
H  3.87  0.22  -3.53  0.081
H  2.76  -1.38  -5.09  0.098
H  0.96  -0.34  -6.29  0.106
H  -0.77  1.03  -5.21  0.089
H  -1.29  0.55  -2.85  0.117

The spin multiplicity is 5. For the HOMO energy (spin up / spin down), the calculation gives 0.5449 / -1.0782 eV. The calculation puts the maximum force at 0.0659 Eh/bohr. The value obtained for the lowest unoccupied orbital energy (spin up / spin down) is 4.56 / 3.23 eV. As for the charge: -2.